{"formula": "C3H4N2S2", "method": "ωB97M-V with the def2-TZVPD basis set", "smiles": "N#CNC(=S)CS", "e_above_lowest_kj_mol": 161.7, "species": ["N", "C", "N", "C", "S", "C", "S", "H", "H", "H", "H"], "xyz": [[2.209534, -1.258853, 0.126016], [1.111602, -1.376964, 0.481570], [-0.269449, -1.378234, 0.688338], [-1.184024, -0.372262, 0.170185], [-2.823269, -0.734936, 0.263986], [-0.553477, 0.787073, -0.412908], [0.484901, 1.658940, 0.784613], [-0.729769, -2.173206, 1.146238], [0.152631, 0.476576, -1.146284], [-1.264753, 1.532869, -0.750837], [1.408393, 1.929846, -0.179241]], "forces_ev_per_a": [[-0.9, -0.3, 0.6], [-1.5, 0.4, -0.5], [0.3, 0.9, -0.5], [-1.1, -3.5, 1.4], [2.1, 0.8, -0.1], [-0.1, 1.5, 0.3], [0.9, 0.6, 0.0], [0.5, 0.5, -0.4], [0.2, -0.3, -1.0], [-0.2, -0.5, -0.5], [-0.2, 0.0, 0.7]]}

{"formula": "C26H33N3O3", "method": "ωB97M-V with the def2-TZVPD basis set", "smiles": "COC(=O)C1=C(C)N(Cc2ccccc2)/C(=N/CCCCO)N[C@H]1CCc1ccccc1", "e_above_lowest_kj_mol": 132.6, "species": ["C", "O", "C", "O", "C", "C", "C", "N", "C", "C", "C", "C", "C", "C", "C", "C", "N", "C", "C", "C", "C", "O", "N", "C", "C", "C", "C", "C", "C", "C", "C", "C", "H", "H", "H", "H", "H", "H", "H", "H", "H", "H", "H", "H", "H", "H", "H", "H", "H", "H", "H", "H", "H", "H", "H", "H", "H", "H", "H", "H", "H", "H", "H", "H", "H"], "xyz": [[2.631489, 5.468521, -0.943936], [1.991286, 4.209261, -1.049785], [2.228214, 3.348722, -0.025243], [2.929090, 3.683230, 0.907781], [1.541197, 2.077963, -0.219670], [1.723276, 0.987277, 0.578271], [2.685555, 0.964155, 1.722640], [1.063845, -0.190774, 0.326689], [1.146544, -1.315774, 1.237559], [0.374598, -1.165385, 2.526561], [0.268916, -2.284127, 3.347747], [-0.430608, -2.225538, 4.537834], [-1.043520, -1.045259, 4.926812], [-0.943809, 0.072372, 4.119168], [-0.236844, 0.013543, 2.928820], [0.460148, -0.427913, -0.906229], [0.108170, -1.627666, -1.175530], [-0.458579, -1.991566, -2.447231], [-1.067667, -3.397888, -2.378440], [-0.204362, -4.449307, -1.674179], [1.240879, -4.518429, -2.174194], [2.089584, -3.614913, -1.509832], [0.393032, 0.619509, -1.761415], [0.628919, 2.002756, -1.422351], [-0.683047, 2.797556, -1.247330], [-1.650376, 2.222247, -0.209543], [-2.411925, 1.005604, -0.666098], [-2.447239, -0.146792, 0.108401], [-3.186156, -1.247161, -0.288173], [-3.904455, -1.214421, -1.470213], [-3.883650, -0.069155, -2.248397], [-3.149064, 1.031250, -1.845848], [2.323695, 5.978083, -0.028097], [2.327250, 6.036577, -1.819605], [3.716462, 5.345068, -0.924514], [2.211555, 0.632276, 2.642410], [3.100432, 1.953262, 1.877060], [3.498836, 0.276445, 1.489638], [0.728820, -2.162435, 0.687103], [2.192265, -1.549898, 1.461859], [0.742682, -3.206510, 3.044158], [-0.501312, -3.103177, 5.163155], [-1.593495, -0.998044, 5.854635], [-1.414648, 0.998844, 4.413454], [-0.158690, 0.902695, 2.320730], [-1.252413, -1.295603, -2.760980], [0.323300, -1.967653, -3.220645], [-2.019915, -3.336033, -1.849826], [-1.271703, -3.721111, -3.402046], [-0.679491, -5.422356, -1.813909], [-0.180979, -4.238244, -0.603874], [1.268067, -4.340900, -3.261338], [1.657223, -5.513390, -1.987047], [1.567785, -2.808746, -1.350486], [-0.141425, 0.463763, -2.601405], [1.154254, 2.459367, -2.274805], [-1.177801, 2.854912, -2.218828], [-0.408539, 3.812252, -0.959015], [-1.101527, 1.993108, 0.704802], [-2.380699, 3.000437, 0.035184], [-1.900526, -0.187797, 1.038308], [-3.198363, -2.130781, 0.332764], [-4.482972, -2.071231, -1.783403], [-4.447785, -0.030200, -3.169421], [-3.162564, 1.925643, -2.453339]], "forces_ev_per_a": [[0.2, 0.3, 0.2], [-0.2, -0.4, 0.0], [0.4, 0.3, 0.4], [-0.1, 0.2, -0.2], [-0.3, -0.5, -0.3], [0.3, 0.8, -0.1], [0.1, 0.2, 0.1], [-0.1, 0.1, 0.2], [0.1, -0.4, 0.2], [-0.1, 0.0, 0.0], [0.0, 0.1, -0.1], [0.0, -0.1, 0.0], [-0.1, 0.0, 0.1], [0.0, 0.0, 0.0], [0.1, -0.1, 0.0], [0.0, -0.4, -0.8], [-0.1, 0.0, 0.2], [-0.2, 0.1, -0.1], [0.1, 0.1, 0.1], [0.1, 0.1, -0.3], [-0.2, -0.3, 0.0], [0.3, 0.3, 0.1], [0.0, -0.2, -0.1], [0.0, 0.5, 0.0], [0.1, -0.1, 0.2], [0.0, 0.1, -0.2], [-0.1, 0.0, 0.1], [-0.1, 0.1, 0.0], [-0.1, -0.1, 0.0], [-0.1, -0.1, 0.0], [-0.1, 0.0, -0.1], [0.0, 0.0, 0.0], [0.0, 0.0, -0.1], [0.0, 0.0, 0.0], [-0.1, 0.1, 0.0], [0.0, -0.1, 0.0], [0.0, -0.1, 0.0], [0.0, -0.1, 0.0], [0.2, 0.1, 0.2], [-0.1, 0.0, -0.1], [0.1, -0.1, 0.0], [0.0, -0.1, 0.0], [0.0, 0.0, 0.1], [0.0, 0.1, 0.0], [0.0, 0.1, -0.1], [0.0, 0.0, 0.0], [0.0, 0.0, 0.0], [-0.1, 0.0, -0.1], [-0.1, 0.0, 0.0], [0.0, 0.0, 0.1], [0.0, -0.1, 0.1], [0.0, -0.1, 0.0], [-0.1, 0.1, -0.1], [0.1, 0.0, 0.1], [0.0, -0.2, 0.1], [-0.1, -0.2, 0.2], [0.0, 0.1, -0.1], [0.0, 0.0, -0.1], [0.0, 0.0, 0.1], [0.1, 0.0, 0.1], [0.1, 0.0, 0.1], [0.0, -0.1, 0.0], [0.0, -0.1, 0.0], [-0.1, 0.0, -0.1], [0.0, 0.1, -0.1]]}

{"formula": "C3H7O", "method": "ωB97M-V with the def2-TZVPD basis set", "charge": -1, "e_above_lowest_kj_mol": 146.6, "species": ["O", "H", "C", "C", "C", "H", "H", "H", "H", "H", "H"], "xyz": [[1.749689, 1.851533, -0.289519], [2.057975, 0.957469, -0.348589], [-0.728860, -0.689422, 1.366181], [-0.200046, -0.608644, 0.069747], [-0.766826, -0.441645, -1.159243], [-0.232222, -0.197883, 2.197828], [0.847267, 1.675474, 0.047708], [-1.720666, -1.063757, 1.588677], [0.901403, -0.807117, -0.011516], [-0.156370, -0.608937, -2.048375], [-1.751343, -0.067072, -1.412898]], "forces_ev_per_a": [[-0.7, 0.7, 0.5], [0.4, -0.8, -0.2], [-0.1, 0.2, 0.3], [0.5, -0.4, 0.3], [0.1, -0.1, -1.2], [0.4, -0.5, 0.1], [0.3, 0.2, -0.3], [-0.3, 0.4, -0.3], [-0.3, 0.4, 0.2], [0.1, 0.0, 0.1], [-0.3, -0.2, 0.6]]}

| no. | E_HOMO (eV) |
| --- | --- |
| 1 | -9.507 |
| 2 | -8.305 |
| 3 | -1.022 |